The following is a quantum chemistry calculation of a molecular structure, C47H54ClIIrN3O2SSi2 in a non-equilibrium geometry, from the OMol25 dataset.

Results
**LUMO level (spin up / spin down)**: -0.10 / -1.71 eV
**2S+1**: 5
**Orbital gap (spin up / spin down)**: 5.2 / 6.8 eV
**ΔE to the lowest compared entry with this formula, charge and spin**: 17.5 kcal per mole

Structure (XYZ):
```
112
C47H54ClIIrN3O2SSi2, DFT ωB97M-V with the def2-TZVPD basis set
Ir -0.1208 -0.3770 -0.5328
Cl 4.1156 -4.6379 4.3985
C 3.0874 -3.5827 3.5215
C 1.7332 -3.4951 3.9466
C 0.8895 -2.7276 3.2450
I -1.1260 -2.6867 3.7743
C 1.3283 -1.9433 2.0558
O 0.4456 -1.2957 1.4019
C 2.7302 -1.9922 1.6979
N 3.1695 -1.2439 0.6617
C 4.4727 -1.4179 0.2264
C 5.3506 -2.2609 0.8088
C 4.9314 -2.9944 1.9561
C 3.6117 -2.8652 2.4020
H 1.3929 -4.0563 4.8067
H 4.7697 -0.8323 -0.6437
H 6.3474 -2.3710 0.4054
H 5.6129 -3.6548 2.4760
C -5.4042 1.8777 2.4628
C -4.8436 2.4839 1.3465
C -3.9425 1.7812 0.5540
C -3.5836 0.4641 0.8584
C -4.1456 -0.1236 1.9941
C -5.0556 0.5692 2.7853
Si -2.5163 -0.5787 -0.2969
C -3.3226 -0.2685 -1.9660
C -4.5241 -0.9026 -2.3002
C -5.1653 -0.6270 -3.5037
C -4.6197 0.2964 -4.3900
C -3.4253 0.9360 -4.0740
C -2.7823 0.6467 -2.8748
H -6.1172 2.4201 3.0749
H -5.1225 3.4990 1.0820
H -3.5362 2.2567 -0.3378
H -3.8836 -1.1467 2.2533
H -5.5067 0.0803 3.6420
H -2.9348 -1.9257 0.1646
H -4.9574 -1.6330 -1.6182
H -6.0910 -1.1373 -3.7535
H -5.1138 0.5025 -5.3345
H -2.9922 1.6581 -4.7614
H -1.8272 1.1166 -2.6502
C 1.8739 -3.1676 -1.4756
Si 0.5832 -1.9909 -2.1960
C -0.7472 -3.2097 -2.8633
C -1.6672 -2.5317 -3.8902
C -1.6053 -3.6994 -1.6844
C -0.0947 -4.4460 -3.5108
C 1.4674 -1.0640 -3.6330
C 1.7761 -2.0014 -4.8060
C 2.7993 -0.4945 -3.1213
C 0.6059 0.1057 -4.1446
H 2.6889 -3.3347 -2.1880
H 1.4208 -4.1385 -1.2372
H 2.3144 -2.7779 -0.5526
H -2.0869 -1.6023 -3.5051
H -2.5090 -3.1954 -4.1434
H -1.1362 -2.3055 -4.8224
H -2.3484 -2.9509 -1.3951
H -1.0018 -3.9344 -0.7936
H -2.1480 -4.6121 -1.9719
H 0.7425 -4.2078 -4.1722
H -0.8499 -4.9759 -4.1054
H 0.2717 -5.1415 -2.7493
H 2.3781 -2.8635 -4.4976
H 2.3506 -1.4492 -5.5623
H 0.8669 -2.3719 -5.2864
H 3.4544 -1.2798 -2.7245
H 2.6462 0.2522 -2.3369
H 3.3304 -0.0021 -3.9490
H -0.3300 -0.2440 -4.5938
H 1.1552 0.6719 -4.9122
H 0.3508 0.7945 -3.3301
C 4.1829 2.9880 0.1056
C 2.8217 2.7021 -0.4443
C 1.9012 3.5346 -1.0505
C 0.7930 2.7267 -1.3424
N 1.0385 1.4822 -0.9644
N 2.2670 1.4832 -0.4083
C -0.5077 3.1227 -1.9640
H 4.4465 4.0261 -0.0880
H 4.9360 2.3492 -0.3569
H 4.2161 2.8181 1.1839
H 2.0078 4.5931 -1.2479
H 2.6142 0.5979 0.0688
H -0.6807 4.1868 -1.8133
H -1.3307 2.5655 -1.5119
H -0.5065 2.9285 -3.0408
O -0.2702 1.5075 1.2555
S -0.6622 1.2231 2.6899
C -1.2969 2.7948 3.3097
C -1.0737 3.9345 2.5522
C -1.5581 5.1523 3.0091
C -2.2572 5.2183 4.2108
C -2.4773 4.0669 4.9555
C -2.0052 2.8434 4.4993
C 0.8997 1.2795 3.6020
C 0.9205 1.0990 4.9811
C 2.1406 1.0588 5.6387
C 3.3267 1.1689 4.9184
C 3.2933 1.3536 3.5416
C 2.0729 1.4117 2.8773
H -0.5304 3.8470 1.6177
H -1.3953 6.0512 2.4264
H -2.6491 6.1692 4.5571
H -3.0219 4.1216 5.8917
H -2.2078 1.9348 5.0577
H -0.0063 0.9878 5.5369
H 2.1701 0.9316 6.7159
H 4.2796 1.1122 5.4343
H 4.2201 1.4386 2.9843
H 2.0080 1.5467 1.8014
```